Entry 1:
Formula: C28H46BI2NO12
Source: the Open Molecules 2025 dataset
Level of theory: the ωB97M-V functional and the def2-TZVPD basis

Structure (ORCA input):
```
! RIJCOSX wB97M-V def2-TZVPD def2/J DEFGRID3
* xyz 0 1
C 7.89999 -3.93884 0.37282
C 7.50859 -3.08628 -0.79953
O 8.17271 -2.17677 -1.17132
O 6.36900 -3.42230 -1.45932
C 5.21872 -3.61390 -0.62218
C 3.99881 -3.29037 -1.45104
N 2.80828 -3.23936 -0.59271
C 1.61268 -3.85779 -1.03347
O 1.57205 -4.80955 -1.74890
C 0.50160 -3.08730 -0.43441
C -0.85566 -3.35879 -0.43637
C -1.73354 -2.46972 0.21419
C -3.21465 -2.75423 0.21924
I -4.16931 -1.78609 -1.47569
C -3.65281 -4.22843 0.23818
C -3.57050 -5.03530 -1.07172
I -2.71839 -5.24724 1.88772
C -1.20582 -1.31520 0.85102
B -2.11403 -0.26611 1.63033
O -2.04460 -0.07109 2.97577
O -2.98877 0.50131 0.90223
C 0.18563 -1.04976 0.84990
C 0.78074 0.15110 1.53479
C 1.01926 -1.96865 0.19567
C 2.49679 -1.99445 0.00821
O 3.31106 -1.16136 0.26965
H 7.33555 -4.86476 0.43446
H 8.95966 -4.15812 0.31155
H 7.71899 -3.37455 1.28629
H 5.27344 -2.95198 0.24083
H 5.16381 -4.63984 -0.25206
H 3.84933 -4.04205 -2.21973
H 4.15257 -2.33005 -1.94070
H -1.20394 -4.25537 -0.92405
H -3.68784 -2.28427 1.07591
H -4.69416 -4.20520 0.54031
H -3.04655 -4.50968 -1.86061
H -3.03456 -5.96758 -0.90337
H -4.56762 -5.31792 -1.39354
H -2.08196 0.88629 3.10711
H -2.70204 0.49439 -0.01918
H 0.07236 0.96403 1.65711
H 1.21548 -0.13180 2.49090
H 1.60472 0.52755 0.93280
C -2.29162 7.35692 2.67176
O -3.31292 6.50896 3.15014
C -3.48414 5.30103 2.43434
C -3.56842 4.08564 3.33267
O -2.38523 3.75006 4.04565
C -1.91616 4.61304 5.07082
C -2.78043 4.70962 6.31002
O -4.01562 5.35730 6.07411
C -5.14892 4.70962 6.60901
H -2.66699 8.02507 1.88987
H -1.94470 7.96323 3.50896
H -1.44101 6.78823 2.28401
H -2.67857 5.15929 1.70633
H -4.43138 5.36444 1.88344
H -3.74628 3.21685 2.69221
H -4.42841 4.14493 4.00153
H -1.67989 5.60326 4.67889
H -0.96816 4.16952 5.38645
H -2.22163 5.29244 7.05389
H -2.93852 3.70594 6.71914
H -5.05638 3.62057 6.55433
H -6.01276 5.01020 6.01584
H -5.32017 5.00552 7.64929
C 2.05926 2.52868 -5.66956
O 2.38288 1.28139 -5.09565
C 2.48146 1.26901 -3.68418
C 1.71684 0.12678 -3.04999
O 0.30705 0.17495 -3.16756
C -0.30636 -0.04040 -4.42691
C -0.21130 -1.44352 -4.98563
O 1.10613 -1.79748 -5.35814
C 1.53552 -3.06870 -4.92183
H 2.95959 3.12278 -5.85713
H 1.56520 2.33714 -6.62259
H 1.37397 3.10040 -5.03628
H 2.13395 2.21631 -3.25873
H 3.53790 1.14581 -3.41305
H 1.90589 0.19629 -1.97665
H 2.11215 -0.83769 -3.37940
H 0.02066 0.70015 -5.15928
H -1.36793 0.14887 -4.24404
H -0.84634 -1.48465 -5.88057
H -0.61420 -2.15250 -4.25292
H 1.13444 -3.31694 -3.93518
H 2.62388 -3.04563 -4.85574
H 1.24703 -3.85035 -5.63224
*
```

Computed properties:
E_HOMO   -9.16 eV
SMILES   CC(=O)OCCN1C(=O)c2cc([C@@H](I)[C@@H](C)I)c(B(O)O)c(C)c2C1=O.COCCOCCOC.COCCOCCOC
Gap between HOMO and LUMO   8.40 eV

Atom charges from the Mulliken analysis, given in e for atoms 1 to 5: -0.89, 0.63, -0.52, -0.31, -0.62

=====

Entry 2:
Formula: C28H46Br4N3O3PV
Source: the Open Molecules 2025 dataset
Level of theory: the ωB97M-V functional and the def2-TZVPD basis

Structure (ORCA input):
```
! RIJCOSX wB97M-V def2-TZVPD def2/J DEFGRID3
* xyz 0 2
V -0.26041 2.43915 0.99783
N -0.51035 4.51481 1.41899
C -0.36879 4.75252 2.87822
C -0.95583 3.56405 3.64225
N -0.46256 2.27232 3.11355
C 0.79530 1.75249 3.69855
C 2.02290 2.41885 3.07376
N 1.83544 2.57125 1.60332
H -1.48370 4.59916 1.13871
H 0.02571 5.17797 0.86864
H 0.69114 4.86989 3.09803
H -0.86596 5.66503 3.20672
H -0.75479 3.67884 4.71108
H -2.03465 3.56420 3.49715
H -1.18876 1.57165 3.21391
H 0.83712 1.87340 4.78589
H 0.81490 0.68734 3.46985
H 2.18052 3.40881 3.50072
H 2.90796 1.82984 3.31968
H 2.48302 3.24130 1.20791
H 2.00363 1.69564 1.11925
Br -5.63872 3.44618 -3.25799
C -3.88803 3.23803 -2.58403
C -2.78502 3.32680 -3.42333
Br -2.99627 3.67348 -5.26699
C -1.49899 3.15015 -2.89142
Br 0.05888 3.15517 -3.96711
C -1.28636 2.91856 -1.53511
O -0.09600 2.74415 -0.99704
C -2.42770 2.79233 -0.68000
O -2.20027 2.46608 0.60374
C -3.69247 2.95747 -1.22025
Br -5.13564 2.72138 -0.02059
O 0.01736 0.04426 1.06247
P 0.31725 -0.86417 -0.13392
C -0.90940 -0.56133 -1.43710
C -2.33633 -0.44313 -0.83975
C -3.34617 -0.34884 -1.98071
C -3.44441 -1.68111 -2.73870
C -2.08902 -2.40928 -2.81731
C -0.90543 -1.44260 -2.72287
C 1.96073 -0.43995 -0.81119
C 3.09063 -0.54738 0.24653
C 4.42551 -0.20094 -0.40643
C 4.83381 -1.33798 -1.36470
C 3.60458 -2.08117 -1.91241
C 2.42576 -1.13273 -2.12572
C 0.35227 -2.61783 0.34447
C -1.03775 -3.15620 0.72783
C -1.00402 -4.67479 0.97458
C 0.32720 -5.14446 1.57902
C 0.91878 -4.02713 2.42890
C 1.33909 -2.85328 1.53025
H -0.60380 0.45252 -1.72367
H -2.39008 0.41948 -0.18888
H -2.58876 -1.30041 -0.21360
H -3.03818 0.45252 -2.65953
H -4.32552 -0.06535 -1.59179
H -3.83107 -1.50107 -3.74435
H -4.17045 -2.32925 -2.24049
H -2.01250 -2.96099 -3.75556
H -2.01477 -3.16003 -2.02955
H -0.94839 -0.76640 -3.58188
H 0.01547 -2.00864 -2.83791
H 1.78270 0.62231 -1.03333
H 3.15853 -1.56107 0.63601
H 2.89117 0.06575 1.11672
H 5.20144 -0.05138 0.34611
H 4.32394 0.74460 -0.95014
H 5.47518 -2.04575 -0.83510
H 5.42663 -0.93807 -2.19007
H 3.30899 -2.88420 -1.22832
H 3.85408 -2.56540 -2.85770
H 1.61637 -1.67228 -2.60482
H 2.72589 -0.36023 -2.83770
H 0.70360 -3.15214 -0.54915
H -1.76159 -2.95155 -0.04704
H -1.38124 -2.62611 1.62053
H -1.19770 -5.20185 0.03689
H -1.82319 -4.93170 1.65058
H 1.03883 -5.39418 0.78374
H 0.17985 -6.05454 2.16181
H 1.78879 -4.37493 2.98979
H 0.17896 -3.69970 3.16729
H 2.33131 -3.07405 1.13274
H 1.41980 -1.94422 2.13119
*
```

Computed properties:
E_HOMO (spin up / spin down)   -5.35 / -4.82 eV
⟨S²⟩   0.76
Gap between HOMO and LUMO (spin up / spin down)   5.35 / 4.82 eV

Atom charges from the Mulliken analysis, given in e for atoms 1 to 5: 0.92, -0.35, -0.81, -0.71, -0.07

=====

Entry 3:
Formula: C28H46BrN3P2PtS
Source: the Open Molecules 2025 dataset
Level of theory: the ωB97M-V functional and the def2-TZVPD basis

Structure (ORCA input):
```
! RIJCOSX wB97M-V def2-TZVPD def2/J DEFGRID3
* xyz 2 3
C -1.20245 -4.15230 3.10271
C -0.08308 -3.33687 3.05974
C 1.21585 -3.79571 3.11073
C 1.39742 -5.18157 3.05432
N 0.34165 -6.04431 2.98713
C -0.92787 -5.53696 3.04598
C -0.13272 -1.91703 3.02762
C -0.65367 -0.77412 2.87736
C -0.79056 0.69503 2.81002
C -0.76381 1.57924 1.68108
C -0.72787 2.98515 1.76623
C -0.34013 3.52140 2.97711
C -0.48645 2.78946 4.21846
C -0.76834 1.38947 4.04986
Pt -0.15535 1.22243 -0.60020
P -0.35707 -0.98672 -1.33169
H 2.01248 -3.08028 2.89769
H -2.20814 -3.78369 2.88471
H 2.44193 -5.57328 2.98504
H -1.76874 -6.27457 2.95962
H -0.88297 0.72035 4.92808
H -1.38228 1.26402 0.75873
H -0.35890 3.29327 5.18855
H -0.97256 3.51112 0.79473
C -0.23544 -0.77417 -3.16344
C 0.30342 -2.05637 -3.84950
H 0.42243 0.09483 -3.38182
H -1.23615 -0.46422 -3.53532
H 0.33341 -1.81975 -4.92977
H 1.33719 -2.26787 -3.49076
H -0.38349 -2.91935 -3.68459
C 1.12978 -1.83291 -0.68033
C 1.01044 -3.35043 -0.83510
H 1.21750 -1.52154 0.37676
H 1.99497 -1.42169 -1.22370
H 2.00240 -3.75280 -0.58871
H 0.26428 -3.72527 -0.11460
H 0.75529 -3.64945 -1.87168
C -1.78099 -1.90964 -0.73437
C -2.10599 -3.12321 -1.65915
H -2.66141 -1.24856 -0.65511
H -1.54484 -2.23465 0.29900
H -3.02012 -3.59284 -1.23660
H -2.30746 -2.78014 -2.70045
H -1.29264 -3.88202 -1.64335
Br 0.66445 5.36950 2.84092
P 2.17894 1.81768 -0.59052
C 3.07434 0.69833 -1.67065
C 4.24911 1.25877 -2.47314
H 2.33394 0.22570 -2.34284
H 3.44662 -0.07451 -0.98392
H 4.62892 0.43735 -3.09148
H 3.95151 2.06884 -3.15580
H 5.09834 1.57829 -1.84780
C 2.05421 3.54717 -1.23078
C 3.24926 4.45446 -0.89894
H 1.09684 3.96961 -0.84770
H 1.94399 3.42379 -2.32532
H 3.01322 5.43355 -1.33568
H 3.36894 4.60202 0.19063
H 4.18870 4.11713 -1.37599
C 2.87615 1.62619 1.06944
C 4.42409 1.67646 1.12454
H 2.50354 0.64201 1.43006
H 2.43147 2.39772 1.72198
H 4.70544 1.62569 2.18566
H 4.88773 0.80026 0.62760
H 4.84250 2.62284 0.72761
C -4.73082 2.56241 0.52281
N -3.49730 1.94585 -0.07306
C -3.29763 1.59426 -1.37129
S -1.72478 1.63842 -2.18375
N -4.33559 1.19064 -2.13284
C -5.42529 0.37985 -1.54844
H -5.43872 2.93497 -0.23508
H -4.37928 3.40208 1.14481
H -5.21130 1.83513 1.19430
H -2.65806 2.32714 0.37811
H -4.10353 1.03458 -3.12362
H -6.37824 0.89938 -1.69105
H -5.47407 -0.58218 -2.08509
H -5.20657 0.21712 -0.47470
*
```

Computed properties:
E_HOMO (spin up / spin down)   -12.52 / -13.92 eV
⟨S²⟩   2.01
Gap between HOMO and LUMO (spin up / spin down)   7.07 / 5.69 eV

Atom charges from the Mulliken analysis, given in e for atoms 1 to 5: -0.39, 0.41, -0.45, -0.32, -0.53

=====

F_max (computed, eV/Å): 1.14 1.25 6.24
E_tot (computed, a.u.): -2672.41672 -13066.03459 -5032.31585